[1]
The following is a quantum chemistry calculation of C8H23AgO14 as an isolated structure at a distorted geometry, from the Open Molecules 2025 dataset.

Positions of all 46 atoms, in Å:
Ag 14.701848 -14.289086 -17.067388
C 16.881302 -18.029121 -18.030064
C 16.090426 -16.764125 -17.620256
O 16.152129 -15.763351 -18.352365
O 15.392504 -16.727636 -16.629285
H 16.355496 -18.968598 -18.200386
H 17.803703 -18.300974 -17.516853
H 17.164201 -17.785900 -19.054230
C 21.854851 -18.601340 -23.357064
C 21.046897 -19.675293 -23.428736
C 19.695374 -19.706414 -22.783810
O 18.968390 -20.731760 -22.904401
C 19.291039 -18.448069 -22.129164
C 20.266002 -17.396397 -22.049927
C 21.614976 -17.432086 -22.524667
O 22.434394 -16.564858 -22.237031
O 19.942242 -16.333330 -21.353687
O 21.524779 -20.871943 -23.975585
H 22.832133 -18.706695 -23.804532
H 18.342208 -18.366363 -21.619818
H 20.530773 -15.587219 -21.489896
H 20.770204 -21.462966 -23.921641
O 17.474669 -18.775138 -14.900723
H 16.668355 -18.778259 -14.384892
H 17.199098 -18.500082 -15.775156
O 16.089259 -21.362200 -20.371900
H 15.652141 -22.099991 -19.946656
H 16.866184 -21.202333 -19.836111
O 13.212939 -18.672074 -17.946539
H 13.494255 -18.238987 -17.140609
H 12.873636 -17.963796 -18.493750
O 18.399431 -14.127759 -18.257825
H 17.804090 -14.755734 -18.667016
H 17.824230 -13.516320 -17.797913
O 13.079071 -17.259934 -15.140348
H 13.985625 -17.220354 -15.445041
H 13.141310 -17.169316 -14.189476
O 17.681905 -21.076998 -18.342748
H 18.527897 -20.643072 -18.232155
H 17.415108 -21.312683 -17.454204
O 20.346978 -19.984522 -17.883999
H 20.831448 -19.386354 -17.315036
H 20.131337 -19.460262 -18.655290
O 16.565269 -16.527772 -21.314197
H 16.165513 -16.121744 -20.545065
H 17.507298 -16.433783 -21.172860

Atoms 1-2, force components in eV/Å:
0.58 -1.27 -0.27
0.01 0.45 -1.63

Calculated values
Kohn-Sham gap (spin up / spin down) ... 0.1914 / 0.2226 Eh
Multiplicity ... 3
F_max ... 0.073 Eh/bohr

[2]
The following is a quantum chemistry calculation of C13H17BBrCaClF4LiN2O6S as an isolated structure at a distorted geometry, from the Open Molecules 2025 dataset.

Positions of all 48 atoms, in Å:
C -2.359217 -2.263385 -0.594945
C -2.340319 -0.877360 0.001271
O -3.001248 -0.623410 0.974995
N -1.545595 0.144908 -0.631152
C -1.469578 1.325555 0.268247
S 0.001928 -0.451885 -1.053648
C 1.171366 0.915254 -1.266666
C 2.095505 1.112470 -0.026817
C 2.056281 0.005353 0.961933
F 0.957766 -0.240192 1.682611
C 3.113455 -0.773964 1.205607
F 4.011717 -1.173426 0.278255
F 3.345856 -1.167176 2.460076
B -0.094062 -1.244490 -2.791414
O -0.941096 -0.747299 -3.697523
O 0.736437 -2.289028 -2.970604
H -1.382386 -2.717835 -0.419459
H -2.617055 -2.266714 -1.651471
H -3.075774 -2.864501 -0.049929
H -0.855856 2.120393 -0.141686
H -1.056629 1.019466 1.225423
H -2.450235 1.759747 0.405160
H 1.757730 0.675007 -2.151232
H 0.632678 1.829620 -1.500449
H 3.109122 1.214838 -0.406038
H 1.891902 2.054964 0.482113
H -1.213128 -1.483213 -4.272658
H 0.635615 -3.178565 -2.148652
Br 1.396571 -2.540662 -5.022524
Ca 3.907555 -3.402200 0.885307
F -0.697143 4.016783 1.981200
C -0.961694 3.674660 3.269985
C -0.105917 4.093128 4.266641
C -0.387706 3.740292 5.579257
C -1.506806 2.971027 5.872101
C -2.351457 2.556017 4.851943
C -2.079519 2.915506 3.540422
H 0.764201 4.686165 4.017366
H 0.267856 4.066879 6.374660
H -1.719507 2.696033 6.895953
H -3.220986 1.953642 5.075812
H -2.730369 2.612327 2.730507
Cl 0.036281 -4.714302 -2.440875
N 1.810922 -3.895271 -7.962954
O 2.014789 -2.806815 -7.255239
O 2.412195 -3.956816 -9.009064
O 1.049224 -4.745502 -7.546621
Li 0.986330 -3.736021 -0.275226

Atoms 1-2, force components in eV/Å:
0.32 0.37 0.04
-0.99 -0.78 0.49

Calculated values
Kohn-Sham gap ... 0.1820 Eh
Multiplicity ... 1
Total charge ... +1
F_max ... 0.067 Eh/bohr

[3]
The following is a quantum chemistry calculation of an isolated ion of composition C4H12N3 and charge +1 at a distorted geometry, from the Open Molecules 2025 dataset.

Positions of all 19 atoms, in Å:
C 1.521277 0.461185 -0.821605
C 0.291582 -0.376820 -0.872527
C -0.999166 0.169818 -0.486166
C -0.978010 0.458627 1.024893
N -0.648387 -0.851615 1.648860
N -2.177311 -0.602238 -0.843665
N 2.392337 0.193019 0.318894
H 2.117198 0.243820 -1.715892
H 1.249408 1.519787 -0.909350
H 0.258473 -1.061579 -1.725805
H -0.321799 -0.768280 2.602780
H -1.897191 0.868711 1.415144
H -0.104085 1.099167 1.178995
H 0.028564 -1.361649 1.104914
H -1.124577 1.115419 -1.037035
H -2.072958 -1.600602 -0.737179
H -2.589060 -0.327510 -1.721498
H 3.120721 0.883583 0.399829
H 1.932985 -0.062849 1.176413

Atoms 1-2, force components in eV/Å:
1.23 -0.21 0.48
-0.30 2.68 -2.68

Calculated values
Kohn-Sham gap ... 0.2292 Eh
Multiplicity ... 1
Relative energy (zero: lowest compared OMol25 entry of this formula, charge and spin) ... 510.20 kJ/mol
Total charge ... +1
F_max ... 0.074 Eh/bohr

[4]
The following is a quantum chemistry calculation of C4H10N2O in the gas phase at a distorted geometry, from the Open Molecules 2025 dataset.

Positions of all 17 atoms, in Å:
C 1.302615 0.225789 -0.109499
N 0.431662 1.062745 0.416442
C -0.482393 0.441661 1.692387
N -1.298385 1.641410 1.772268
O -0.955805 -0.753124 1.575673
C 0.773650 -1.203357 -1.079849
C -0.475985 -0.711000 -1.735993
H 1.987801 -0.450168 0.685111
H 2.167460 0.808160 -0.766193
H 0.213865 0.519210 2.529254
H -2.300330 1.458044 2.088639
H -0.990017 2.214581 0.994658
H 1.578320 -1.436361 -1.771502
H 0.447902 -2.155284 -0.620971
H -0.288397 0.121765 -2.440007
H -1.006221 -1.463129 -2.304435
H -1.105740 -0.320941 -0.925984

Atoms 1-2, force components in eV/Å:
4.85 -1.61 -1.41
0.33 -1.43 1.99

Calculated values
Kohn-Sham gap ... 0.2000 Eh
Multiplicity ... 1
Relative energy (zero: lowest compared OMol25 entry of this formula, charge and spin) ... 809.96 kJ/mol
F_max ... 0.103 Eh/bohr

[5]
The following is a quantum chemistry calculation of C7H12NP in the gas phase at a distorted geometry, from the Open Molecules 2025 dataset.

Positions of all 21 atoms, in Å:
C -1.339465 0.042235 -1.366461
C -0.451102 -1.083371 -1.935924
C -0.277354 0.708688 0.684476
C -0.651817 0.576633 1.950758
C 0.315114 -0.668627 -3.153444
C 1.187449 0.997505 0.257987
C 0.214634 0.706134 3.114274
N -1.279713 0.694602 -0.318246
P -0.457242 -2.658776 -1.290133
H -2.113626 0.306464 -2.109932
H -1.377521 -2.305445 -0.187174
H -1.695809 0.458923 2.014750
H -0.285428 0.027468 -3.790198
H 0.774633 -1.493981 -3.642648
H 1.114452 -0.076293 -2.936135
H 1.117824 1.835093 -0.521157
H 1.686293 0.071729 0.146168
H 1.725313 1.453965 1.039806
H -0.286050 1.240637 3.862218
H 1.028883 1.421855 2.848097
H 0.698992 -0.169761 3.526971

Atoms 1-2, force components in eV/Å:
0.78 -1.63 -2.17
-0.42 0.09 1.13

Calculated values
Kohn-Sham gap ... 0.3016 Eh
SMILES ... [H]\P=C(C)/C=N\C(C)=C\C
Multiplicity ... 1
Relative energy (zero: lowest compared OMol25 entry of this formula, charge and spin) ... 147.30 kJ/mol
F_max ... 0.064 Eh/bohr

[6]
The following is a quantum chemistry calculation of C22H18LiN2O3S2 as an isolated structure, from the Open Molecules 2025 dataset.

Positions of all 48 atoms, in Å:
Li 0.800321 0.093360 -1.705116
C 8.593179 0.932651 0.651658
C 7.187472 0.531754 0.289418
C 6.866028 -0.788830 -0.002648
C 5.576735 -1.136147 -0.380113
C 4.605037 -0.156181 -0.475280
C 4.901168 1.163568 -0.173946
C 6.188178 1.500542 0.208213
S 2.947025 -0.596778 -0.991645
O 2.745667 0.040273 -2.286857
O 2.886460 -2.042061 -0.999751
N 1.902577 0.101275 -0.045606
C 1.710710 -0.236133 1.270310
C 2.563026 -1.090403 2.012804
C 2.293875 -1.325622 3.342018
C 1.193491 -0.718148 3.937033
C 0.413582 0.098154 3.136537
N 0.645653 0.337940 1.853545
H 9.195713 0.073371 0.943734
H 8.589374 1.653105 1.470533
H 9.078589 1.408429 -0.203657
H 7.628149 -1.556409 0.069831
H 5.301587 -2.160252 -0.598883
H 4.117550 1.908798 -0.237515
H 6.427622 2.528994 0.453992
H 3.405954 -1.555610 1.525671
H 2.934764 -1.982047 3.919490
H 0.951020 -0.873812 4.979728
H -0.458941 0.595585 3.553062
C -10.303705 -0.437657 -1.697009
C -8.793948 -0.437139 -1.665558
O -8.106171 -1.104682 -2.388112
S -8.144185 0.674497 -0.434215
C -6.397116 0.583710 -0.753893
C -5.823754 1.531304 -1.594566
C -4.475479 1.461064 -1.888608
C -3.667506 0.444018 -1.355019
C -4.266793 -0.485021 -0.490680
C -5.616160 -0.418013 -0.194023
C -2.287200 0.365209 -1.690903
C -1.111944 0.299618 -2.036307
H -10.665521 -1.465375 -1.721467
H -10.627107 0.055457 -2.614382
H -10.723680 0.084716 -0.839487
H -6.438884 2.318119 -2.013119
H -4.022757 2.190278 -2.547047
H -3.651170 -1.261715 -0.057688
H -6.068465 -1.147746 0.465542

Atoms 1-2, force components in eV/Å:
-0.32 0.47 -0.25
-0.08 0.03 -0.03

Calculated values
Kohn-Sham gap ... 0.2642 Eh
Multiplicity ... 1
Relative energy (zero: lowest compared OMol25 entry of this formula, charge and spin) ... 0.00 kJ/mol
Total charge ... -1
F_max ... 0.016 Eh/bohr